1.
226
Properties=species:S:1:pos:R:3:forces:R:3:lowdin_charge:R:1 method="wB97M-V/def2-TZVPD" energy_ha=-6563.126949 e_homo_ev=-9.06 homo_lumo_gap_ev=9.18
C -4.526 4.467 5.957 0.442 0.455 1.342 -0.1013
O -3.201 4.084 6.374 -0.798 -0.788 -0.886 -0.1629
C -2.646 3.022 5.567 0.579 1.532 -0.416 -0.1618
C -2.192 3.540 4.192 0.029 0.808 0.406 -0.1590
O -1.105 4.516 4.321 -0.878 -0.598 -0.796 -0.1197
C -0.745 5.117 3.047 1.752 -1.411 0.424 -0.1663
C 0.568 5.924 3.280 -0.295 -1.609 0.446 -0.1325
O 1.708 5.074 3.674 -0.997 0.701 0.230 -0.1870
C 2.202 4.215 2.663 -0.686 -0.130 -0.075 -0.1248
H -4.715 4.516 4.885 0.342 -0.061 -0.047 0.0617
H -4.709 5.438 6.418 0.336 0.380 -0.423 0.0855
H -5.317 3.905 6.453 0.082 -0.915 -0.187 0.0788
H -3.307 2.163 5.448 -0.306 0.138 -0.074 0.1092
H -1.732 2.653 6.031 -0.126 0.227 0.506 0.1058
H -2.987 4.045 3.644 -0.364 -0.024 0.004 0.1071
H -1.993 2.628 3.628 0.834 0.105 -0.344 0.1004
H -1.532 5.693 2.559 -0.233 0.263 0.349 0.1202
H -0.481 4.296 2.380 -0.249 -0.058 -0.293 0.0936
H 0.260 6.565 4.106 0.966 0.162 0.241 0.1197
H 0.900 6.505 2.419 -0.369 0.087 -0.189 0.1156
H 1.599 3.319 2.512 -0.710 0.029 -0.096 0.0652
H 3.147 3.748 2.940 0.358 0.803 0.242 0.0875
H 2.251 4.755 1.717 0.330 -0.067 -0.209 0.0798
C -0.578 1.089 -4.764 1.105 0.819 -1.110 -0.0718
O -0.660 2.404 -5.324 -1.507 0.096 1.009 -0.1601
C -1.565 3.228 -4.577 1.028 1.977 -0.959 -0.1734
C -1.526 4.670 -5.217 0.346 -0.217 0.246 -0.1646
O -0.281 5.341 -5.227 1.029 0.189 0.968 -0.1324
C 0.306 5.632 -3.945 0.213 -0.239 0.458 -0.1701
C -0.486 6.572 -2.985 0.114 0.775 -1.905 -0.1526
O -0.973 7.788 -3.610 0.056 0.710 -0.316 -0.2037
C -0.009 8.749 -4.105 0.556 -1.075 0.077 -0.0948
H -1.540 0.655 -4.493 -0.021 0.133 0.213 0.0739
H 0.163 1.129 -3.965 -0.324 -0.342 0.499 0.0851
H -0.131 0.525 -5.583 -0.110 -0.381 0.155 0.0795
H -1.291 3.357 -3.530 0.408 -0.417 0.213 0.0942
H -2.595 2.872 -4.570 -0.194 -0.278 -0.337 0.1047
H -2.186 5.367 -4.702 -0.794 -0.418 0.047 0.1127
H -1.749 4.647 -6.284 -0.442 -0.302 0.104 0.1267
H 1.338 5.950 -4.089 -0.221 0.499 -0.561 0.1119
H 0.492 4.706 -3.401 -0.342 -0.279 0.262 0.0973
H 0.086 6.906 -2.120 0.292 -0.661 0.168 0.1249
H -1.381 6.018 -2.700 -0.101 0.343 0.329 0.0948
H 0.610 8.303 -4.883 -0.044 -0.178 -0.180 0.0789
H 0.699 9.128 -3.369 -0.062 -0.320 0.664 0.0771
H -0.427 9.661 -4.532 -0.915 -0.448 0.104 0.0804
C -3.002 -0.442 3.549 -0.161 -0.160 -0.185 -0.0892
O -3.730 0.760 3.444 -1.371 0.030 -0.365 -0.2150
C -5.162 0.566 3.248 1.247 -0.277 0.251 -0.1364
C -5.800 1.951 3.286 0.064 -0.700 0.407 -0.1872
O -5.199 2.649 2.253 0.075 1.378 -1.617 -0.1433
C -5.802 3.886 1.872 1.065 1.220 0.788 -0.1655
C -5.215 4.483 0.574 -0.541 -1.426 0.447 -0.1985
O -3.856 4.814 0.676 -0.180 0.134 1.596 -0.1877
C -3.231 5.474 -0.401 -0.780 -1.181 -0.715 -0.0790
H -1.979 -0.205 3.259 0.180 -0.098 0.548 0.0863
H -3.314 -1.244 2.880 -0.383 0.253 -0.461 0.0544
H -3.129 -0.876 4.541 0.456 0.121 0.358 0.0911
H -5.510 -0.141 4.001 -0.365 0.264 0.427 0.1281
H -5.292 0.037 2.304 -0.188 0.312 -0.416 0.1024
H -5.594 2.368 4.271 0.197 0.325 0.132 0.1108
H -6.882 2.001 3.158 -0.279 -0.637 0.008 0.1293
H -5.649 4.642 2.642 0.424 0.048 0.504 0.1161
H -6.891 3.890 1.821 -0.252 -0.769 -0.503 0.1247
H -5.882 5.304 0.308 0.211 0.411 -0.143 0.1279
H -5.401 3.664 -0.120 0.314 0.013 -0.863 0.1161
H -3.885 6.240 -0.819 0.264 0.455 0.130 0.0953
H -3.125 4.708 -1.169 0.274 0.052 -0.609 0.0787
H -2.224 5.798 -0.139 -0.339 0.206 0.305 0.0951
C -1.670 -3.111 1.811 0.249 -1.016 0.117 -0.0955
O -2.527 -2.773 0.753 -1.952 -0.245 0.386 -0.1880
C -3.810 -3.467 0.682 -0.426 1.766 -0.194 -0.1291
C -4.892 -3.215 1.791 1.029 -0.227 0.181 -0.1607
O -4.522 -3.711 3.071 -0.191 0.765 0.080 -0.1718
C -4.586 -5.111 3.151 1.338 0.009 0.174 -0.1803
C -4.060 -5.563 4.542 0.042 0.213 -0.357 -0.1339
O -2.658 -5.263 4.808 -1.187 -0.308 -0.892 -0.1882
C -2.555 -4.040 5.484 -0.129 0.809 1.008 -0.1246
H -2.007 -2.976 2.838 -0.465 0.602 -0.092 0.0708
H -0.751 -2.547 1.650 0.031 -0.263 0.060 0.0898
H -1.530 -4.191 1.767 0.664 -0.245 -0.099 0.0734
H -3.745 -4.521 0.411 0.526 -0.205 0.410 0.1188
H -4.250 -2.998 -0.198 -0.078 -0.051 -0.189 0.1046
H -5.845 -3.644 1.480 -0.039 -0.610 -0.328 0.1224
H -5.180 -2.175 1.945 0.701 0.222 -0.173 0.1001
H -3.927 -5.508 2.378 0.179 -0.423 -0.038 0.1110
H -5.598 -5.403 2.868 -0.262 -0.564 0.604 0.1275
H -4.178 -6.640 4.665 0.034 -0.018 -0.195 0.1238
H -4.671 -5.075 5.301 -0.032 0.023 0.141 0.1180
H -3.083 -4.099 6.435 -0.349 -0.030 0.181 0.0881
H -2.984 -3.203 4.933 0.080 -0.041 -0.205 0.0614
H -1.543 -3.785 5.800 0.318 -0.386 -0.614 0.0961
C -6.154 1.529 -4.664 0.310 0.340 0.420 -0.0552
C -5.016 0.693 -5.210 -0.027 0.845 -1.550 -0.2302
O -4.544 -0.271 -4.308 0.813 -2.659 1.895 0.0122
C -3.656 -1.256 -4.634 0.896 2.992 -4.598 -0.2810
O -3.024 -1.238 -5.718 -1.920 -0.477 3.602 0.1087
C -3.477 -2.366 -3.597 -0.236 1.245 -0.557 -0.5384
F -3.544 -3.512 -4.262 0.798 -0.087 0.663 0.2019
F -2.304 -2.139 -2.933 -1.081 -0.976 -0.649 0.1568
F -4.498 -2.318 -2.762 -0.019 -0.315 0.989 0.1804
H -6.305 2.384 -5.323 -0.077 -0.247 -0.441 0.0838
H -5.858 2.036 -3.746 -0.159 -0.411 0.389 0.0750
H -7.097 0.990 -4.570 0.153 0.003 0.216 0.0821
H -4.198 1.366 -5.467 0.154 -0.142 -0.183 0.1154
H -5.371 0.196 -6.112 0.299 -0.105 -0.145 0.1336
C 6.641 0.640 -0.769 -0.733 0.588 0.060 -0.0382
C 6.522 -0.716 -0.129 0.668 -1.133 -0.418 -0.2031
O 5.936 -0.636 1.176 -0.713 1.250 0.503 0.0240
C 5.994 -1.616 2.045 1.680 -3.417 -0.907 -0.3312
O 6.452 -2.753 1.789 -1.541 3.421 1.100 0.1028
C 5.469 -1.211 3.495 2.261 0.273 -1.861 -0.5223
F 5.282 0.128 3.558 0.021 -1.069 0.384 0.1538
F 4.368 -1.860 3.728 -0.867 -0.136 0.733 0.2081
F 6.450 -1.587 4.354 -1.079 0.529 -0.234 0.1574
H 7.271 0.629 -1.659 0.284 -0.204 0.262 0.0774
H 6.964 1.403 -0.061 0.334 -0.132 -0.021 0.0908
H 5.684 0.987 -1.157 -0.211 -0.090 0.119 0.0592
H 7.480 -1.225 -0.024 0.179 0.146 0.126 0.1292
H 5.938 -1.387 -0.759 -0.315 -0.028 0.084 0.1085
C 2.964 2.978 -0.573 0.347 0.424 0.498 -0.0581
C 2.891 2.189 -1.854 -0.577 -0.258 0.349 -0.2109
O 4.087 2.356 -2.623 1.288 0.248 -1.745 0.0058
C 4.185 3.403 -3.474 -3.296 -0.029 1.805 -0.3434
O 3.391 4.315 -3.454 0.901 -0.324 -0.418 0.1608
C 5.288 3.372 -4.508 -0.077 -2.266 0.345 -0.5361
F 4.838 3.788 -5.684 0.531 0.493 0.318 0.1921
F 6.283 4.091 -4.012 0.563 0.424 -0.714 0.1906
F 5.730 2.085 -4.700 0.017 0.991 0.118 0.1258
H 3.047 4.062 -0.653 -0.678 0.072 -0.667 0.0822
H 3.905 2.796 -0.054 0.036 -0.775 0.150 0.0813
H 2.121 2.735 0.074 0.097 0.044 -0.002 0.0627
H 1.979 2.286 -2.442 0.165 1.103 -0.245 0.1134
H 2.804 1.121 -1.653 0.799 -0.097 0.243 0.0861
C 0.452 -5.501 -0.537 -0.399 -0.089 0.111 -0.0402
C 1.511 -5.340 -1.610 -0.030 -0.566 0.047 -0.1716
O 2.774 -5.488 -0.881 3.203 0.342 -0.899 -0.0214
C 4.018 -5.374 -1.541 -3.189 0.326 -3.301 -0.2269
O 4.108 -5.201 -2.783 0.120 -0.660 4.592 0.0982
C 5.272 -5.377 -0.584 -1.158 -1.186 0.008 -0.5482
F 4.894 -5.382 0.703 0.522 -0.708 -0.869 0.1729
F 6.132 -6.388 -0.910 -1.171 0.333 0.742 0.1446
F 5.927 -4.285 -0.807 0.904 1.827 -0.352 0.1861
H 0.137 -4.533 -0.147 0.235 -0.160 0.477 0.0565
H 0.853 -6.187 0.210 0.063 0.403 0.341 0.0723
H -0.474 -5.985 -0.850 0.121 0.087 -0.670 0.0862
H 1.456 -4.369 -2.104 0.214 -0.148 -0.114 0.1054
H 1.397 -6.151 -2.329 0.374 0.211 -0.213 0.1284
C 1.966 -7.611 4.140 -0.225 -0.909 -0.393 -0.0143
C 1.228 -6.909 3.036 -0.257 -0.227 0.554 -0.3137
C 0.117 -5.990 3.491 -1.022 1.505 0.370 -0.0942
O 0.686 -4.696 3.380 1.069 1.278 -0.110 0.0552
C 1.836 -4.747 2.693 1.102 1.214 -0.554 -0.5440
O 2.504 -3.795 2.344 -1.197 -1.093 0.499 0.1348
O 2.184 -6.019 2.442 -0.467 -0.096 -0.584 0.0727
H 1.284 -8.260 4.689 -0.045 0.270 0.376 0.0915
H 2.499 -6.889 4.758 -0.100 -0.230 0.143 0.1058
H 2.647 -8.307 3.650 0.435 0.200 0.216 0.0902
H 0.797 -7.614 2.325 0.502 0.013 -0.346 0.1523
H -0.250 -6.021 4.516 0.251 -0.780 0.027 0.1321
H -0.772 -5.862 2.874 -0.066 -1.076 -0.265 0.1125
C 0.389 0.797 5.850 -0.194 0.923 -0.340 -0.0192
C 1.757 0.272 5.469 -2.505 -1.183 0.001 -0.3060
C 2.762 1.264 4.965 -1.035 -0.683 0.803 -0.0933
O 3.766 1.086 5.950 2.193 0.840 0.043 0.0668
C 3.521 0.074 6.825 1.877 0.084 0.979 -0.5845
O 4.267 -0.398 7.656 -0.467 1.197 -1.304 0.1351
O 2.302 -0.314 6.664 -1.959 -1.107 -0.810 0.1150
H 0.455 1.599 6.586 0.217 -0.178 0.400 0.0960
H -0.297 0.026 6.201 0.201 -0.066 0.028 0.0886
H -0.075 1.313 5.009 0.001 -0.276 -0.399 0.0681
H 1.604 -0.494 4.709 0.162 -0.423 0.241 0.1432
H 2.248 2.225 4.991 0.862 0.501 0.019 0.1348
H 3.052 0.968 3.957 0.517 0.407 0.189 0.1152
C 1.503 -1.964 -6.096 -1.034 0.178 0.983 0.0161
C 0.086 -2.434 -5.667 1.354 1.011 -1.412 -0.3296
C -0.676 -3.206 -6.711 -1.018 1.607 -0.803 -0.0862
O -1.314 -4.212 -5.959 -0.598 -0.821 -0.616 0.0990
C -0.731 -4.269 -4.787 -0.464 -2.899 2.343 -0.6166
O -1.011 -5.058 -3.901 0.201 0.939 -1.039 0.1205
O 0.252 -3.412 -4.708 1.402 -0.272 2.290 0.0924
H 2.087 -2.846 -6.361 -0.123 0.095 -0.461 0.0924
H 2.017 -1.549 -5.229 -0.142 0.162 0.062 0.0574
H 1.463 -1.181 -6.854 0.057 -0.284 -0.210 0.0911
H -0.594 -1.697 -5.239 0.416 0.543 -0.128 0.1207
H -0.049 -3.579 -7.521 -0.228 -0.273 0.032 0.1439
H -1.507 -2.567 -7.008 0.325 -0.076 -0.935 0.1230
C -3.094 0.034 -0.491 -0.724 -0.102 0.160 0.0076
C -2.801 1.477 -0.330 -0.643 -0.032 -0.464 -0.2988
C -2.296 1.948 0.996 -1.452 -0.953 0.744 -0.1293
O -1.380 2.894 0.622 2.380 1.650 0.008 0.0758
C -0.949 2.662 -0.613 1.621 1.605 -0.693 -0.5777
O -0.017 3.227 -1.144 -0.735 -0.431 0.541 0.1214
O -1.718 1.792 -1.215 -0.409 -0.560 -0.760 0.1118
H -3.890 -0.178 0.222 -0.094 -0.424 0.030 0.0916
H -2.234 -0.602 -0.283 -0.074 0.101 -0.042 0.0850
H -3.483 -0.114 -1.498 0.057 -0.296 0.026 0.0775
H -3.656 2.102 -0.588 -0.147 -0.002 -0.441 0.1464
H -1.842 1.097 1.504 0.239 0.299 0.463 0.1180
H -3.044 2.494 1.570 -0.031 -0.718 0.163 0.1136
C 7.827 -2.018 -3.548 0.164 0.058 0.421 -0.0082
C 6.577 -1.815 -4.315 0.791 0.073 -0.487 -0.3293
C 5.668 -2.982 -4.428 1.630 -0.638 -0.259 -0.1125
O 4.449 -2.328 -4.558 -2.933 -0.706 -0.923 0.0852
C 4.481 -1.171 -3.896 -1.633 -0.017 1.698 -0.5824
O 3.570 -0.519 -3.442 0.070 -0.755 -1.306 0.1365
O 5.707 -0.939 -3.582 2.996 1.746 0.420 0.1067
H 8.517 -2.693 -4.054 -0.074 0.019 -0.059 0.1011
H 7.541 -2.449 -2.588 0.418 0.143 0.250 0.0847
H 8.289 -1.035 -3.459 0.273 -0.185 0.387 0.0949
H 6.854 -1.394 -5.282 -0.496 0.366 -0.180 0.1642
H 5.786 -3.550 -3.504 -0.717 -0.242 0.066 0.1181
H 5.893 -3.631 -5.274 -0.372 0.103 -0.020 0.1554
C 1.129 -1.481 -1.774 -0.477 0.379 -0.777 -0.0121
C 1.304 -1.658 -0.309 1.134 0.022 0.107 -0.2881
C 2.704 -1.276 0.278 -0.565 -0.879 0.496 -0.0208
O 2.315 -0.564 1.472 2.182 -0.151 0.453 0.0759
C 1.065 -0.193 1.476 -0.400 1.031 -0.222 -0.5441
O 0.605 0.618 2.265 -0.012 -1.637 -1.305 0.1209
O 0.461 -0.774 0.408 -1.810 1.009 0.806 0.0614
H 0.182 -1.903 -2.109 -0.058 -0.206 0.119 0.0795
H 1.926 -1.988 -2.317 0.031 0.204 -0.055 0.0830
H 1.069 -0.426 -2.043 0.438 0.056 -0.080 0.0831
H 0.980 -2.679 -0.109 0.457 -0.048 0.710 0.1225
H 3.393 -0.669 -0.309 -0.597 0.448 -0.330 0.1208
H 3.301 -2.139 0.572 -0.345 -0.185 0.241 0.1180

---

2.
57
Properties=species:S:1:pos:R:3:forces:R:3:nbo_charge:R:1 method="wB97M-V/def2-TZVPD" energy_ha=-2496.076476 e_homo_ev="-7.71 / -9.02" multiplicity=2 homo_lumo_gap_ev="6.49 / 7.25"
Ti 0.056 -0.149 0.433 -0.159 -0.368 -0.060 1.5810
C 4.912 -2.689 -0.066 -0.008 0.012 -0.003 -0.2106
C 4.790 -1.808 -1.134 0.008 -0.013 0.003 -0.2014
C 3.833 -0.807 -1.111 -0.046 0.002 -0.005 -0.2300
C 2.987 -0.701 -0.013 0.060 -0.034 -0.017 0.1919
C 3.106 -1.572 1.062 -0.007 0.020 0.020 -0.2409
C 4.074 -2.565 1.032 0.007 -0.016 -0.004 -0.1996
N 1.969 0.295 0.039 -0.129 -0.041 0.009 -0.3475
N 2.328 1.456 -0.430 0.062 -0.005 0.032 -0.2043
C 1.340 2.402 -0.301 0.018 -0.051 -0.102 0.3098
C 1.567 3.700 -0.763 -0.013 0.037 0.119 -0.2152
C 0.579 4.639 -0.571 -0.020 -0.002 -0.001 -0.1434
C -0.608 4.272 0.063 0.012 0.010 -0.009 -0.2552
C -0.773 2.962 0.455 0.000 -0.014 0.009 0.0972
N 0.178 2.040 0.274 0.004 -0.059 -0.080 -0.5193
H 5.663 -3.468 -0.091 0.000 -0.001 0.002 0.2179
H 5.442 -1.903 -1.992 0.001 0.000 0.000 0.2190
H 3.723 -0.116 -1.934 -0.002 0.005 0.000 0.2343
H 2.455 -1.451 1.919 -0.013 0.000 -0.012 0.2370
H 4.175 -3.239 1.873 0.002 0.000 -0.001 0.2177
H 2.507 3.926 -1.242 0.004 0.003 0.009 0.2394
H 0.722 5.656 -0.912 0.003 -0.001 -0.002 0.2260
H -1.402 4.986 0.227 -0.002 -0.002 -0.001 0.2317
H -1.690 2.615 0.912 -0.002 0.002 -0.005 0.2237
F -2.524 -0.637 -2.175 0.003 -0.015 0.021 -0.5162
B -1.838 0.347 -1.557 0.041 -0.002 0.045 1.3667
F -0.397 0.148 -1.682 -0.012 0.008 -0.007 -0.5163
F -2.176 1.619 -1.879 -0.019 -0.005 -0.013 -0.5222
F -1.944 0.180 -0.067 0.074 0.064 0.079 -0.5111
C 0.734 -3.828 -0.875 -0.011 -0.010 0.009 -0.6217
C -0.170 -3.303 0.231 -0.001 -0.037 -0.054 0.2561
C 0.206 -3.872 1.592 -0.013 0.000 -0.015 -0.6214
C -1.639 -3.543 -0.085 -0.001 0.032 0.007 -0.6250
O 0.018 -1.889 0.294 0.181 0.448 0.104 -0.6432
H 0.636 -4.912 -0.957 -0.001 0.000 0.003 0.2147
H 1.777 -3.587 -0.661 0.005 0.004 0.000 0.2205
H 0.457 -3.381 -1.830 0.004 -0.002 -0.002 0.2215
H -0.053 -4.931 1.640 0.013 -0.003 -0.010 0.2160
H -0.335 -3.342 2.377 -0.005 -0.012 0.002 0.2226
H 1.277 -3.770 1.770 0.002 0.022 0.005 0.2124
H -1.836 -4.612 -0.168 0.004 -0.005 -0.001 0.2142
H -1.909 -3.060 -1.025 -0.003 -0.001 0.001 0.2312
H -2.267 -3.132 0.707 -0.004 -0.007 -0.002 0.2183
N -0.286 0.027 10.504 0.000 0.001 0.001 -0.3029
C -0.259 0.025 9.355 -0.003 0.000 -0.001 0.2763
C -0.224 0.023 7.918 0.002 -0.008 -0.010 -0.1806
C -0.467 1.200 7.214 -0.001 0.009 0.000 -0.1627
C -0.428 1.196 5.833 0.001 0.002 0.004 -0.1971
C -0.149 0.018 5.136 0.003 -0.002 0.004 -0.0347
C 0.090 -1.159 5.852 -0.006 0.005 -0.012 -0.2132
C 0.055 -1.158 7.232 0.001 0.001 0.015 -0.1488
C -0.102 0.011 3.705 0.017 0.004 0.004 0.0328
C -0.049 -0.007 2.490 -0.055 0.030 -0.080 -0.4534
H -0.683 2.111 7.754 0.000 0.000 0.000 0.2302
H -0.612 2.106 5.280 0.001 -0.001 -0.003 0.2240
H 0.304 -2.070 5.311 0.000 -0.001 0.003 0.2251
H 0.241 -2.068 7.787 0.001 -0.001 -0.002 0.2289